Density functional theory data (wB97M-V/def2-TZVPD) for a structure of composition C28H38HfN4P2 at a distorted geometry.

Results
Orbital gap, eV: 4.0
Total charge: +2
Multiplicity: 1
Calculated total energy, Eh: -2038.66886
HOMO level, eV: -12.47

Positions of all 73 atoms, in Å:
Hf: 0.9165 -0.1770 3.2267
C: 1.1095 -3.1892 3.1679
C: 1.4539 -2.1739 2.2343
C: 0.4152 -1.7583 1.1777
C: -0.7840 -0.8132 1.5223
C: -1.3543 -0.7011 2.9571
C: -1.6392 -1.8983 3.6524
C: -1.5024 -3.2555 3.0772
C: -0.1253 -4.0103 3.1564
C: 1.9472 1.7025 3.3420
H: 1.7789 -3.3683 4.0359
H: 2.5071 -1.9856 1.9786
H: -0.0150 -2.6691 0.7283
H: 0.9866 -1.2050 0.3936
H: -0.5949 0.2119 1.0965
H: -1.6294 -1.1573 0.9082
H: -1.9465 0.2133 3.1521
H: -2.1655 -1.8834 4.6218
H: -1.8170 -3.2484 2.0151
H: -2.2013 -3.8998 3.6520
H: -0.1060 -4.5990 4.1019
H: -0.0984 -4.8351 2.3909
H: 2.1640 1.7285 4.4351
H: 1.1967 2.4852 3.1387
H: 2.8837 1.8738 2.7869
P: -0.7095 1.9373 -0.2423
P: 1.4592 -0.6783 -1.5792
N: -2.5110 2.0482 -0.2794
N: -0.5247 3.6346 -0.7547
N: 0.4663 -1.8420 -2.4991
N: 2.9219 -0.8980 -2.5549
C: -0.5465 1.2605 -1.9464
C: 0.8982 0.9011 -2.3296
C: -3.3250 2.1759 0.8485
C: -4.6550 2.2448 0.4380
C: -4.6677 2.2085 -1.0006
C: -3.3420 2.0564 -1.4139
C: 0.1877 4.6150 -0.0580
C: -0.0029 5.8433 -0.6854
C: -0.7903 5.6079 -1.8563
C: -1.0785 4.2507 -1.8794
C: -0.5358 -2.7415 -2.0874
C: -1.2806 -3.1390 -3.1830
C: -0.7205 -2.4868 -4.3250
C: 0.2859 -1.6620 -3.8735
C: 3.2351 -1.6700 -3.6765
C: 4.5005 -1.3195 -4.1504
C: 5.0058 -0.2885 -3.2892
C: 4.0104 -0.0082 -2.3511
H: -0.8666 1.9735 -2.7169
H: -1.2025 0.3861 -2.0307
H: 0.9870 0.8473 -3.4261
H: 1.5877 1.6871 -1.9755
H: -2.8822 2.2500 1.8408
H: -5.5329 2.2925 1.0564
H: -5.5180 2.2899 -1.6766
H: -2.9167 1.9853 -2.4131
H: 0.7811 4.3368 0.7936
H: 0.3627 6.8163 -0.3582
H: -1.1170 6.3226 -2.6028
H: -1.6076 3.6664 -2.6198
H: -0.5217 -3.1299 -1.0696
H: -2.0991 -3.8338 -3.2126
H: -0.9555 -2.6678 -5.3716
H: 0.9309 -1.0143 -4.4401
H: 2.5823 -2.4448 -4.0328
H: 5.0093 -1.6982 -5.0291
H: 5.9779 0.2167 -3.3572
H: 3.9502 0.7071 -1.5482
C: 0.8297 -1.0183 5.2090
H: 0.8848 -0.1389 5.8766
H: 1.7227 -1.6482 5.3767
H: -0.0473 -1.6216 5.5070

Atoms 1-3, force components in eV/Å:
-0.88 -0.76 0.28
1.51 1.77 -1.12
-1.22 -2.24 1.10


Density functional theory data (wB97M-V/def2-TZVPD) for the ion C28H38N5O5S2 with charge +1 at a distorted geometry.

Results
Orbital gap, eV: 8.2
SMILES: CCOC(=O)N1CCN(S(=O)(=O)c2ccc(C(=O)N(CCC[NH+](C)C)c3nc4ccc(CC)cc4s3)cc2)CC1
Total charge: +1
Multiplicity: 1
Calculated total energy, Eh: -2535.96854
HOMO level, eV: -11.15

Positions of all 78 atoms, in Å:
C: -2.9187 1.9250 -4.0969
C: -3.5619 1.8259 -2.7203
H: -4.5912 2.1872 -2.7451
H: -3.5438 0.7921 -2.3573
O: -2.9062 2.6613 -1.7690
C: -1.7723 2.1802 -1.2240
O: -1.3360 1.0668 -1.4558
N: -1.1838 3.0604 -0.3954
C: -0.0037 2.6791 0.3597
H: 0.8980 2.9246 -0.2155
H: -0.0333 1.5958 0.5012
C: 0.0202 3.4387 1.7043
N: -1.3010 3.7373 2.1808
S: -1.9849 2.7190 3.2998
O: -1.0871 2.6372 4.4082
O: -3.3349 3.1431 3.4836
C: -1.9676 1.1108 2.4920
C: -1.0580 0.1617 2.9240
C: -0.9175 -1.0206 2.2252
C: -1.6623 -1.2237 1.0626
C: -2.6509 -0.3024 0.7056
C: -2.8097 0.8657 1.4247
H: -3.5657 1.5892 1.1645
H: -3.2715 -0.5169 -0.1500
C: -1.4778 -2.3602 0.1526
O: -2.3620 -2.7014 -0.6421
N: -0.2899 -3.0353 0.1393
C: 0.9025 -2.4749 0.5720
N: 1.2741 -1.2951 0.2389
C: 2.4782 -0.9700 0.7922
C: 3.1498 0.2399 0.6431
C: 4.3695 0.4004 1.2600
C: 4.9548 -0.6169 2.0237
C: 4.2935 -1.8259 2.1778
C: 3.0654 -1.9939 1.5665
S: 2.0268 -3.3923 1.5868
H: 4.7279 -2.6208 2.7637
C: 6.2642 -0.3786 2.7127
H: 6.8947 0.2616 2.0937
H: 6.7822 -1.3262 2.8663
C: 6.0365 0.2976 4.0674
H: 6.9880 0.4746 4.5608
H: 5.4252 -0.3322 4.7094
H: 5.5296 1.2510 3.9382
H: 4.8985 1.3351 1.1513
H: 2.7029 1.0208 0.0501
C: -0.1977 -4.3231 -0.5400
H: 0.3689 -4.9889 0.1161
H: -1.2100 -4.7192 -0.6434
C: 0.5089 -4.2478 -1.9014
C: -0.3965 -3.8965 -3.0825
N: -1.1253 -2.6179 -2.9424
C: -2.0863 -2.4338 -4.0373
H: -1.5685 -2.4002 -4.9957
H: -2.6222 -1.4982 -3.8934
H: -2.8059 -3.2499 -4.0495
C: -0.2332 -1.4530 -2.8442
H: 0.3145 -1.3292 -3.7772
H: -0.8091 -0.5529 -2.6331
H: 0.4717 -1.5599 -2.0240
H: -1.6999 -2.6859 -2.0396
H: -1.1412 -4.6872 -3.2024
H: 0.2091 -3.8527 -3.9920
H: 0.9296 -5.2306 -2.1174
H: 1.3465 -3.5522 -1.8316
H: -0.2428 -1.7779 2.5919
H: -0.4755 0.3733 3.8066
C: -2.1393 4.5290 1.3073
H: -2.0985 5.5812 1.6135
H: -3.1647 4.1820 1.4397
C: -1.6730 4.3992 -0.1494
H: -0.8537 5.0992 -0.3435
H: -2.4908 4.6176 -0.8327
H: 0.5702 4.3791 1.5932
H: 0.5125 2.8453 2.4745
H: -3.4700 1.3131 -4.8053
H: -2.9334 2.9557 -4.4404
H: -1.8852 1.5878 -4.0558

Atoms 1-3, force components in eV/Å:
-0.04 0.08 0.43
-0.09 -0.36 -0.39
0.10 -0.08 0.05


Density functional theory data (wB97M-V/def2-TZVPD) for a structure of composition C28H39BCrN3O3S.

Results
Orbital gap (spin up / spin down), eV: 6.1 / 6.9
Total charge: -1
⟨S²⟩: 6.04
Multiplicity: 5
Calculated total energy, Eh: -2947.99701
HOMO level (spin up / spin down), eV: -3.49 / -4.28

Positions of all 76 atoms, in Å:
Cr: -0.1765 -1.0837 0.8205
S: 0.3519 -1.9472 3.1736
C: -0.1568 -0.3197 3.4864
C: -0.2277 0.2846 4.7516
C: -0.6268 1.5997 4.8453
C: -0.9581 2.3088 3.6911
C: -0.8695 1.6531 2.4792
N: -0.4785 0.3830 2.3796
H: 0.0434 -0.2939 5.6236
H: -0.6798 2.0809 5.8152
H: -1.2762 3.3414 3.7313
H: -1.1215 2.1317 1.5407
O: 3.4044 -0.5628 3.3451
C: 3.0407 0.6871 2.7816
C: 4.3120 1.3899 2.3374
C: 4.9812 0.7195 1.1266
C: 4.2301 0.9932 -0.1473
C: 4.5248 2.1129 -0.9239
C: 3.7709 2.3677 -2.0569
C: 2.7366 1.5040 -2.3759
C: 2.5095 0.4152 -1.5449
N: 3.2398 0.1558 -0.4621
H: 2.6231 -1.1386 3.3322
H: 2.5179 1.3065 3.5227
H: 2.3682 0.5458 1.9288
H: 5.0091 1.3938 3.1802
H: 4.0822 2.4339 2.0999
H: 5.0147 -0.3566 1.2967
H: 6.0065 1.0852 1.0274
H: 5.3380 2.7688 -0.6360
H: 3.9853 3.2306 -2.6769
H: 2.1019 1.6594 -3.2374
H: 1.6945 -0.2674 -1.7507
C: -3.2285 -2.0068 2.0120
N: -2.4018 -2.2759 0.8498
C: -3.1175 -1.9847 -0.3791
C: -1.9054 -3.6527 0.8470
C: -0.7877 -3.8609 -0.1533
C: -0.7247 -5.0634 -0.8513
C: 0.3352 -5.3247 -1.7100
C: 1.3277 -4.3657 -1.8555
C: 1.2378 -3.1604 -1.1639
C: 0.1796 -2.8476 -0.2977
H: -4.1353 -2.6368 2.0319
H: -3.5362 -0.9593 2.0049
H: -2.6496 -2.1935 2.9174
H: -3.9960 -2.6427 -0.4993
H: -2.4490 -2.1285 -1.2289
H: -3.4460 -0.9450 -0.3676
H: -2.7347 -4.3567 0.6528
H: -1.5303 -3.8575 1.8546
H: -1.5088 -5.8057 -0.7208
H: 0.3853 -6.2621 -2.2526
H: 2.1714 -4.5535 -2.5122
H: 2.0421 -2.4421 -1.2988
C: -3.5843 2.4934 -1.7278
C: -2.1111 2.1437 -1.6093
C: -1.3032 3.3995 -1.2852
O: -1.9280 1.2259 -0.5215
B: -0.8583 0.3383 -0.8129
O: -0.5415 0.5227 -2.1704
C: -1.5260 1.3484 -2.8069
C: -0.8501 2.1987 -3.8693
C: -2.5481 0.4231 -3.4614
H: -3.9005 3.0361 -0.8353
H: -4.1956 1.5968 -1.8125
H: -3.7673 3.1288 -2.5987
H: -1.6474 3.7970 -0.3286
H: -1.4279 4.1750 -2.0445
H: -0.2429 3.1580 -1.1928
H: -0.0217 2.7678 -3.4507
H: -1.5606 2.8947 -4.3237
H: -0.4575 1.5499 -4.6542
H: -3.0523 -0.1856 -2.7096
H: -2.0213 -0.2490 -4.1398
H: -3.2967 0.9803 -4.0294

Atoms 1-3, force components in eV/Å:
-0.19 0.13 -0.17
0.10 -0.03 0.08
0.03 0.02 -0.01